Entry 1:
{
  "formula": "C5H8OS",
  "method": "the ωB97M-V functional and the def2-TZVPD basis",
  "gap_ev": 8.97,
  "e_above_lowest_kj_mol": 462.4,
  "total_charge": 0,
  "species": ["C", "C", "C", "C", "C", "H", "H", "H", "H", "H", "H", "H", "H", "O", "S"],
  "positions_angstrom": [[-0.886, -0.484, 0.086], [0.427, -1.339, -0.341], [0.424, 1.434, 0.023], [-0.715, 0.761, -0.726], [-2.008, -0.057, -0.539], [-1.365, -0.837, 1.832], [0.842, -2.209, 0.170], [0.239, -1.363, -1.501], [0.117, 1.788, 0.998], [0.939, 2.239, -0.558], [-0.312, 0.446, -1.586], [-2.309, -0.543, -1.519], [-2.840, 0.172, 0.221], [-0.874, -0.033, 1.321], [1.764, -0.083, 0.023]],
  "lowdin_charge": [-0.72, -0.34, -0.28, -0.23, -0.02, 0.22, 0.05, 0.11, 0.07, 0.08, 0.06, 0.14, 0.15, -0.06, 0.77]
}



Entry 2:
{
  "formula": "C5H13N2O",
  "method": "the ωB97M-V functional and the def2-TZVPD basis",
  "gap_ev": 11.06,
  "e_above_lowest_kj_mol": 416.3,
  "total_charge": 1,
  "species": ["C", "C", "C", "C", "C", "N", "N", "O", "H", "H", "H", "H", "H", "H", "H", "H", "H", "H", "H", "H", "H"],
  "positions_angstrom": [[1.046, -0.597, -0.303], [0.259, 0.385, 0.403], [2.515, -0.375, -0.733], [-2.352, 0.880, -0.587], [-1.721, -0.068, 0.301], [0.641, 1.610, 0.769], [0.730, -0.986, 1.129], [-1.820, -1.446, 0.201], [0.645, -1.314, -0.941], [3.043, -0.190, 0.153], [2.361, 0.365, -1.533], [2.995, -1.214, -1.119], [-3.321, 1.060, -0.286], [-2.466, 0.394, -1.665], [-1.883, 1.760, -0.759], [-2.070, 0.033, 1.270], [1.552, 1.790, 0.460], [-0.098, 2.210, 0.990], [-0.020, -1.623, 1.197], [1.526, -1.019, 1.768], [-1.562, -1.654, -0.718]],
  "lowdin_charge": [-0.23, -0.25, 0.01, -0.03, -0.25, 0.18, 0.18, 0.01, 0.12, 0.07, 0.12, 0.07, 0.07, 0.16, 0.05, 0.12, 0.10, 0.10, 0.11, 0.17, 0.12]
}



Entry 3:
{
  "formula": "C17H26INO10",
  "method": "the ωB97M-V functional and the def2-TZVPD basis",
  "gap_ev": 8.47,
  "total_charge": 0,
  "species": ["N", "C", "O", "O", "I", "H", "H", "O", "C", "O", "C", "C", "C", "H", "H", "H", "H", "H", "H", "O", "C", "O", "C", "C", "C", "H", "H", "H", "H", "H", "H", "O", "C", "O", "C", "C", "C", "H", "H", "H", "H", "H", "H", "O", "C", "O", "C", "C", "C", "H", "H", "H", "H", "H", "H"],
  "positions_angstrom": [[-1.785, 5.442, -2.885], [-0.928, 6.081, -1.813], [0.368, 5.776, -1.705], [-1.625, 7.031, -0.894], [-2.089, 5.822, 0.707], [-2.804, 5.597, -2.716], [-1.562, 4.418, -3.011], [0.041, 2.195, -3.950], [-0.122, 1.835, -2.796], [-1.280, 2.007, -2.093], [-1.082, 1.568, -0.750], [0.086, 0.618, -0.810], [0.917, 1.187, -1.932], [-0.874, 2.442, -0.124], [-1.988, 1.077, -0.384], [0.626, 0.539, 0.137], [-0.265, -0.384, -1.084], [1.613, 1.951, -1.576], [1.448, 0.402, -2.476], [0.814, 1.132, 2.293], [0.868, -0.001, 2.741], [0.107, -1.043, 2.295], [0.351, -2.186, 3.114], [1.699, -1.945, 3.740], [1.735, -0.444, 3.880], [-0.448, -2.258, 3.860], [0.343, -3.089, 2.497], [1.835, -2.476, 4.686], [2.491, -2.269, 3.054], [1.287, -0.112, 4.821], [2.751, -0.056, 3.777], [3.940, -4.474, 2.851], [4.632, -4.177, 1.891], [5.051, -5.063, 0.941], [5.927, -4.396, 0.033], [5.592, -2.933, 0.160], [5.181, -2.812, 1.605], [6.961, -4.612, 0.322], [5.758, -4.767, -0.982], [6.422, -2.276, -0.116], [4.739, -2.690, -0.486], [6.039, -2.628, 2.258], [4.417, -2.043, 1.742], [-4.241, 0.091, 0.514], [-4.954, 0.202, -0.470], [-5.993, 1.081, -0.572], [-6.671, 0.863, -1.809], [-5.666, 0.177, -2.697], [-4.851, -0.626, -1.715], [-7.552, 0.242, -1.620], [-6.995, 1.822, -2.225], [-6.128, -0.429, -3.481], [-5.026, 0.925, -3.180], [-5.293, -1.609, -1.528], [-3.813, -0.723, -2.040]],
  "lowdin_charge": [0.11, -0.54, -0.06, -0.63, 0.94, 0.09, 0.09, 0.09, -0.46, 0.00, -0.15, -0.16, -0.08, 0.12, 0.11, 0.09, 0.13, 0.14, 0.13, 0.09, -0.45, 0.03, -0.16, -0.16, -0.08, 0.13, 0.13, 0.13, 0.09, 0.14, 0.13, 0.10, -0.46, 0.03, -0.17, -0.17, -0.09, 0.13, 0.13, 0.12, 0.12, 0.14, 0.12, 0.09, -0.46, 0.03, -0.17, -0.17, -0.09, 0.13, 0.13, 0.12, 0.12, 0.14, 0.13]
}



Entry 4:
{
  "formula": "CH3NO3",
  "method": "the ωB97M-V functional and the def2-TZVPD basis",
  "gap_ev": 10.09,
  "e_above_lowest_kj_mol": 327.5,
  "total_charge": 0,
  "species": ["C", "N", "O", "O", "O", "H", "H", "H"],
  "positions_angstrom": [[0.007, -0.600, -0.106], [-0.562, 0.722, -0.305], [0.239, 1.641, -0.085], [-1.760, 0.760, -0.659], [1.430, -0.598, 0.196], [-0.504, -0.867, 1.188], [-0.420, -1.435, -0.677], [1.570, 0.377, 0.448]],
  "lowdin_charge": [-0.14, -0.39, 0.06, 0.07, -0.08, 0.23, 0.13, 0.11]
}



Entry 5:
{
  "formula": "C3H2EuFO",
  "method": "the ωB97M-V functional and the def2-TZVPD basis",
  "gap_ev": [5.30, 5.54],
  "total_charge": 1,
  "multiplicity": 8,
  "s_squared": 15.7671,
  "species": ["C", "O", "C", "C", "F", "H", "H", "Eu"],
  "positions_angstrom": [[0.305, 0.836, 0.927], [1.158, -1.156, -0.009], [0.093, -0.858, -0.633], [-0.520, 0.344, -0.036], [0.659, 2.134, 0.963], [0.550, 0.322, 1.858], [-1.257, 0.918, -0.600], [-0.989, -2.539, -2.470]],
  "lowdin_spin": [0.00, -0.02, -0.03, -0.01, 0.00, 0.00, 0.00, 7.06]
}



Entry 6:
{
  "formula": "C53H51F7N4O6",
  "method": "the ωB97M-V functional and the def2-TZVPD basis",
  "gap_ev": 7.72,
  "total_charge": 0,
  "species": ["N", "C", "C", "C", "C", "C", "N", "O", "C", "C", "N", "C", "O", "C", "O", "C", "C", "O", "O", "N", "O", "H", "H", "H", "H", "H", "H", "H", "H", "H", "H", "H", "H", "H", "H", "H", "H", "F", "C", "C", "C", "C", "C", "C", "H", "H", "H", "H", "H", "F", "C", "C", "C", "C", "C", "C", "H", "H", "H", "H", "H", "F", "C", "C", "C", "C", "C", "C", "H", "H", "H", "H", "H", "F", "C", "C", "C", "C", "C", "C", "H", "H", "H", "H", "H", "F", "C", "C", "C", "C", "C", "C", "H", "H", "H", "H", "H", "F", "C", "C", "C", "C", "C", "C", "H", "H", "H", "H", "H", "F", "C", "C", "C", "C", "C", "C", "H", "H", "H", "H", "H"],
  "positions_angstrom": [[-1.820, 0.677, 3.191], [-1.158, 1.320, 2.255], [-0.202, 2.163, 1.167], [-1.197, 2.576, -0.043], [-1.951, 4.023, 0.333], [-0.868, 5.298, 0.261], [0.608, 5.056, -0.075], [-1.262, 6.576, 0.490], [1.176, 1.389, 0.805], [1.785, 1.688, -0.714], [1.962, 2.292, -1.872], [1.026, -0.275, 0.868], [-0.098, -0.775, 0.043], [-0.791, -1.904, 0.738], [0.127, -2.954, 1.205], [-0.319, -3.578, 2.459], [1.026, -3.731, 3.428], [1.644, -2.415, 3.763], [2.330, 1.706, 1.714], [1.975, 1.612, 3.000], [2.649, 0.788, 3.611], [0.099, 3.151, 1.765], [-0.734, 2.742, -1.096], [-2.083, 1.781, -0.071], [-2.381, 3.951, 1.423], [-2.797, 4.172, -0.494], [0.992, 5.992, -0.392], [1.137, 4.796, 0.792], [0.990, -0.616, 1.987], [2.018, -0.673, 0.338], [-1.464, -1.432, 1.570], [-1.534, -2.388, -0.061], [-0.750, -4.667, 2.338], [-1.094, -2.960, 3.078], [1.840, -4.447, 2.934], [0.689, -4.184, 4.480], [1.201, -2.005, 4.564], [-3.436, -2.374, -1.281], [-3.461, -3.362, -2.184], [-2.326, -3.623, -2.945], [-2.350, -4.656, -3.882], [-3.513, -5.410, -4.057], [-4.648, -5.137, -3.292], [-4.621, -4.112, -2.347], [-1.434, -3.022, -2.801], [-1.465, -4.873, -4.476], [-3.532, -6.212, -4.791], [-5.554, -5.722, -3.433], [-5.491, -3.892, -1.738], [7.825, 2.395, -5.587], [6.505, 2.285, -5.387], [5.961, 2.680, -4.170], [4.586, 2.571, -3.964], [3.770, 2.057, -4.975], [4.326, 1.658, -6.192], [5.699, 1.778, -6.401], [6.611, 3.070, -3.393], [4.150, 2.884, -3.019], [2.698, 1.967, -4.812], [3.690, 1.254, -6.975], [6.147, 1.481, -7.344], [7.143, 7.893, -2.060], [7.502, 7.420, -3.260], [7.666, 6.050, -3.435], [8.035, 5.557, -4.687], [8.248, 6.441, -5.747], [8.086, 7.815, -5.561], [7.706, 8.307, -4.312], [7.504, 5.380, -2.598], [8.158, 4.487, -4.836], [8.540, 6.056, -6.722], [8.256, 8.501, -6.387], [7.567, 9.371, -4.152], [-5.926, -8.235, -4.084], [-7.246, -8.345, -3.884], [-7.789, -7.950, -2.667], [-9.164, -8.059, -2.461], [-9.980, -8.573, -3.472], [-9.424, -8.972, -4.689], [-8.051, -8.852, -4.898], [-7.139, -7.560, -1.890], [-9.600, -7.746, -1.516], [-11.052, -8.663, -3.309], [-10.061, -9.376, -5.472], [-7.604, -9.149, -5.841], [9.593, 2.008, 2.842], [8.273, 1.898, 3.041], [7.730, 2.294, 4.259], [6.355, 2.184, 4.465], [5.539, 1.670, 3.454], [6.094, 1.271, 2.237], [7.468, 1.391, 2.027], [8.380, 2.683, 5.035], [5.919, 2.498, 5.410], [4.467, 1.581, 3.616], [5.458, 0.868, 1.453], [7.915, 1.095, 1.085], [-8.033, -5.744, 2.371], [-7.460, -4.534, 2.321], [-7.758, -3.595, 3.302], [-7.158, -2.337, 3.253], [-6.274, -2.028, 2.216], [-5.985, -2.976, 1.233], [-6.577, -4.237, 1.289], [-8.454, -3.850, 4.095], [-7.379, -1.598, 4.019], [-5.810, -1.045, 2.176], [-5.300, -2.732, 0.425], [-6.356, -4.989, 0.538], [-0.977, 4.536, 4.475], [-1.110, 3.856, 5.622], [-0.456, 2.639, 5.775], [-0.590, 1.933, 6.971], [-1.385, 2.449, 7.998], [-2.040, 3.670, 7.833], [-1.898, 4.380, 6.641], [0.150, 2.249, 4.964], [-0.077, 0.984, 7.104], [-1.492, 1.897, 8.929], [-2.662, 4.068, 8.631], [-2.393, 5.335, 6.499]],
  "lowdin_charge": [0.12, -0.07, -0.18, -0.17, -0.09, -0.28, 0.06, -0.07, -0.26, 0.01, 0.15, -0.11, -0.15, -0.17, -0.16, -0.17, -0.18, -0.15, -0.09, -0.02, 0.04, 0.14, 0.12, 0.14, 0.13, 0.14, 0.10, 0.08, 0.13, 0.17, 0.12, 0.14, 0.14, 0.13, 0.14, 0.13, 0.10, 0.04, -0.29, -0.02, -0.08, -0.09, -0.07, -0.01, 0.12, 0.11, 0.10, 0.09, 0.10, 0.05, -0.30, -0.02, -0.08, -0.10, -0.08, -0.02, 0.11, 0.07, 0.09, 0.10, 0.11, 0.06, -0.29, -0.02, -0.08, -0.09, -0.09, -0.02, 0.11, 0.08, 0.10, 0.10, 0.11, 0.06, -0.29, -0.02, -0.08, -0.10, -0.08, -0.02, 0.11, 0.11, 0.10, 0.11, 0.12, 0.06, -0.29, -0.02, -0.07, -0.09, -0.07, -0.02, 0.11, 0.11, 0.05, 0.10, 0.12, 0.06, -0.29, -0.02, -0.08, -0.09, -0.08, -0.02, 0.12, 0.11, 0.10, 0.08, 0.11, 0.05, -0.29, -0.03, -0.08, -0.10, -0.08, -0.02, 0.08, 0.10, 0.10, 0.10, 0.12]
}



Number 1: E -18192.510 eV. Number 2: E -10413.881 eV. Number 3: E -48115.200 eV. Number 4: E -8713.573 eV. Number 5: E -27225.330 eV. Number 6: E -93041.940 eV.